# 1
7
Properties=species:S:1:pos:R:3:nbo_charge:R:1 method="wB97M-V/def2-TZVPD" de_lowest_ev=3.295 homo_ha="-0.3556 / -0.3557" fmax_ev_per_a=3.86 energy_ha=-963.55441
P -0.765 -0.873 -0.142 0.3633
P 1.722 -0.705 0.491 1.4530
O 2.540 -1.122 -0.639 -0.9820
O 0.950 0.793 0.050 -0.5888
O -1.037 1.797 -0.144 -0.3436
N -0.363 0.744 -0.112 0.1149
H -3.046 -0.634 0.496 -0.0168

---

# 2
5
Properties=species:S:1:pos:R:3:nbo_charge:R:1 method="wB97M-V/def2-TZVPD" smiles="O=P1=PN1" de_lowest_ev=0.643 homo_ha="-0.3161 / -0.3160" fmax_ev_per_a=4.84 energy_ha=-813.24412
P -0.257 1.022 -0.494 1.0416
P -0.613 -0.192 1.262 0.7537
O -1.388 0.253 -1.363 -1.0687
N 0.655 -0.387 0.255 -1.1568
H 1.602 -0.695 0.340 0.4302

---

# 3
7
Properties=species:S:1:pos:R:3:nbo_charge:R:1 method="wB97M-V/def2-TZVPD" de_lowest_ev=1.027 homo_ha=-0.3469 fmax_ev_per_a=4.65 energy_ha=-1364.06550
S -0.580 -1.881 0.479 0.8114
S -1.344 1.994 -0.374 -0.4850
P -0.241 0.402 -0.141 1.9444
O -0.190 -0.932 -1.018 -0.9131
O 1.293 0.786 0.135 -0.9386
O -0.628 -0.398 1.216 -0.9113
H 1.690 0.030 -0.297 0.4921

---

# 4
7
Properties=species:S:1:pos:R:3:nbo_charge:R:1 method="wB97M-V/def2-TZVPD" total_charge=-2 de_lowest_ev=0.576 homo_ha=0.0348 fmax_ev_per_a=2.59 energy_ha=-1041.12640
S 2.021 0.511 0.243 0.3565
P -1.239 -0.046 0.009 2.3312
O -1.420 1.241 0.816 -1.1651
O -1.409 -1.423 0.642 -1.1538
O 3.075 -0.528 -0.114 -1.0696
O -1.599 0.143 -1.462 -1.1692
H 0.571 0.101 -0.135 -0.1300

---

# 5
8
Properties=species:S:1:pos:R:3:nbo_charge:R:1 method="wB97M-V/def2-TZVPD" total_charge=-2 de_lowest_ev=0.715 homo_ha="0.0107 / 0.0107" fmax_ev_per_a=2.53 energy_ha=-1116.41233
S 0.391 -2.239 -0.263 0.5887
P 0.439 1.005 0.210 2.4980
O -1.179 0.649 -0.061 -1.0509
O 1.030 -0.376 0.756 -1.0755
O 0.496 1.985 1.350 -1.2251
O -1.105 -2.178 -0.552 -0.9859
O 1.048 1.424 -1.102 -1.2336
H -1.120 -0.271 -0.337 0.4843

---

# 6
7
Properties=species:S:1:pos:R:3:nbo_charge:R:1 method="wB97M-V/def2-TZVPD" total_charge=-1 de_lowest_ev=1.773 homo_ha="-0.1666 / -0.1667" fmax_ev_per_a=3.96 energy_ha=-774.91784
S -0.836 0.156 0.474 2.3939
O -1.895 0.037 -0.502 -0.9248
O 1.039 1.030 -0.651 -0.5026
O -1.055 1.145 1.543 -0.9242
O -0.187 -1.123 0.802 -0.9495
O 1.425 -0.276 -1.148 -0.5451
H 1.510 -0.969 -0.518 0.4523

---

# 7
5
Properties=species:S:1:pos:R:3:nbo_charge:R:1 method="wB97M-V/def2-TZVPD" total_charge=-1 de_lowest_ev=0.889 homo_ha="-0.0986 / -0.0987" fmax_ev_per_a=1.66 energy_ha=-1270.40789
S 0.149 2.002 1.259 -0.2897
S 1.449 -2.251 -1.768 -1.0345
S -0.876 0.416 1.270 1.0867
O -2.314 0.752 1.252 -0.8439
H 1.591 -0.918 -2.014 0.0814

---

# 8
9
Properties=species:S:1:pos:R:3:nbo_charge:R:1 method="wB97M-V/def2-TZVPD" total_charge=-3 homo_ha=0.0772 fmax_ev_per_a=4.28 energy_ha=-1745.70633
Hg 0.171 -1.171 1.351 1.3019
I 0.885 -2.109 3.997 -0.7735
I -2.197 -2.449 0.043 -0.8160
I 2.404 -1.870 -0.411 -0.8001
S -0.296 1.523 -1.006 2.5976
O -1.451 2.412 -0.917 -1.0877
O -0.192 0.796 -2.297 -1.0911
O -0.319 0.611 0.169 -1.2025
O 0.995 2.256 -0.929 -1.1287